#i
ORCA calculation (ωB97M-V with the def2-TZVPD basis set) on a cluster of 2 separate species, C4H13NOS in total.

The geometry in XYZ format:
```
20
Properties=species:S:1:pos:R:3:nbo_charge:R:1
C -0.9802 -0.8233 1.5002 -0.408
N -0.7382 -0.6738 0.0543 -0.664
C -0.1819 0.5685 -0.4197 -0.215
C 1.2830 0.5185 -0.9307 -0.415
C 2.3108 0.0090 0.0838 -0.520
S 2.3986 0.8202 1.7005 -0.049
H -1.9284 -1.2986 1.7232 0.189
H -0.8121 0.1583 1.9291 0.209
H -0.1430 -1.3741 1.9438 0.176
H -0.4201 -1.4820 -0.4521 0.363
H -0.1785 1.3377 0.3549 0.192
H -0.7547 1.1002 -1.1940 0.188
H 1.5392 1.5452 -1.2001 0.202
H 1.3609 -0.0853 -1.8308 0.205
H 3.3051 -0.0001 -0.3536 0.217
H 2.0455 -1.0253 0.3159 0.217
H 2.5069 2.1023 1.3094 0.116
O -3.4696 -0.4092 -1.8865 -0.940
H -3.8917 0.1993 -1.2689 0.468
H -3.2516 -1.1875 -1.3787 0.472
```

Its HOMO-LUMO gap is 9.2 eV. For the LUMO energy, the calculation gives 0.828 eV. As for the SMILES: CNCCCS.O. As for the net charge: 0.

---

#ii
ORCA calculation (ωB97M-V with the def2-TZVPD basis set) on a cluster of 2 separate species, C4H13NOS in total.

The geometry in XYZ format:
```
20
Properties=species:S:1:pos:R:3:nbo_charge:R:1
C -0.6891 -0.2241 2.5486 -0.744
S -0.3805 1.4901 2.0617 0.189
C -0.0435 1.2540 0.2984 -0.537
C -1.0217 0.3226 -0.4233 -0.425
C -0.9962 0.4688 -1.9417 -0.208
N 0.1694 -0.2310 -2.5039 -0.839
H -0.7703 -0.1448 3.6282 0.229
H 0.1790 -0.8288 2.3126 0.204
H -1.6349 -0.6174 2.1915 0.218
H 0.9208 0.7570 0.2206 0.206
H 0.0411 2.2231 -0.1829 0.224
H -2.0324 0.4652 -0.0242 0.208
H -0.7712 -0.7197 -0.2379 0.213
H -1.8821 -0.0274 -2.3465 0.188
H -1.0280 1.5277 -2.2132 0.160
H 1.0175 -0.0759 -1.9760 0.358
H 0.2916 0.1309 -3.4432 0.354
O 2.6773 -1.7742 0.3778 -0.939
H 3.4598 -2.3329 0.3391 0.472
H 2.4936 -1.6633 1.3143 0.468
```

Its HOMO-LUMO gap is 9.1 eV. For the LUMO energy, the calculation gives 0.633 eV. As for the SMILES: CSCCCN.O. As for the net charge: 0.

---

Order of stability, best first: #ii, #i